<one>
ORCA calculation (ωB97M-V/def2-TZVPD) on C2H5N3 in the gas phase.

E_HOMO in eV: -9.0
Total charge: 0
SMILES: [H]/N=C\NN=C

Atoms and positions in Å:
C  -1.710  -0.908  0.163
C  1.195  0.112  0.037
H  -0.870  -1.678  0.648
H  -2.777  -1.224  0.223
H  -0.071  1.484  -0.964
H  1.255  -1.040  -0.249
H  2.224  1.724  0.693
N  -1.403  0.223  -0.409
N  -0.150  0.660  -0.434
N  2.307  0.647  0.291

<two>
ORCA calculation (ωB97M-V/def2-TZVPD) on 2 unconnected molecules or ions with the total composition C2H5N3.

E_HOMO (alpha / beta) in eV: -7.8 / -7.8
Total charge: 0

Atoms and positions in Å:
C  1.920  0.663  -0.060
C  1.246  -0.347  -0.042
N  -1.302  0.763  -0.028
N  0.436  -1.337  0.135
N  -1.360  -0.537  -0.098
H  2.670  1.449  0.065
H  -0.629  1.004  -0.782
H  -1.464  1.380  0.820
H  0.299  -1.998  -0.633
H  -1.816  -1.042  0.621

<three>
ORCA calculation (ωB97M-V/def2-TZVPD) on a molecular structure, C2H5N3.

E_HOMO in eV: -8.6
Total charge: 0

Atoms and positions in Å:
C  -0.117  0.352  0.175
N  0.094  1.674  -0.089
C  0.607  -0.812  -0.324
N  -1.053  -0.186  0.912
N  -0.882  -1.510  0.519
H  -0.506  2.316  0.406
H  1.048  1.982  -0.186
H  -1.357  -1.660  -0.372
H  1.327  -1.269  0.345
H  0.838  -0.886  -1.386

<four>
ORCA calculation (ωB97M-V/def2-TZVPD) on C2H5N3 in the gas phase.

E_HOMO in eV: -9.1
Total charge: 0
SMILES: [H]/N=C\NN=C

Atoms and positions in Å:
C  0.070  -0.660  1.791
C  -0.544  0.395  -0.611
H  -0.863  -1.183  1.367
H  0.471  -0.300  2.752
H  1.201  -0.625  -1.232
H  -0.753  0.607  0.424
H  -0.971  0.596  -2.695
N  1.028  -0.157  0.994
N  0.588  -0.442  -0.478
N  -1.080  0.956  -1.616

Verdict on stability: <two> comes out at the bottom.

<one>
ORCA calculation (ωB97M-V/def2-TZVPD) on C2H5N3 in the gas phase.

E_HOMO in eV: -9.2
Total charge: 0
SMILES: [H]/N=C/NN=C

Atoms and positions in Å:
C  -1.719  -1.344  0.674
C  1.066  0.586  -0.480
H  -1.649  -2.461  0.153
H  -2.396  -0.982  1.423
H  0.943  -1.305  -0.218
H  1.746  -0.063  -1.195
H  1.827  2.231  -0.949
N  -0.770  -0.371  0.704
N  0.197  -0.451  -0.231
N  1.066  1.840  -0.527

<two>
ORCA calculation (ωB97M-V/def2-TZVPD) on 2 unconnected molecules or ions with the total composition C2H5N3.

E_HOMO in eV: -8.6
Total charge: 0
SMILES: [H]/N=N\[H].C=C=N

Atoms and positions in Å:
C  1.182  0.563  1.857
C  1.152  1.373  0.851
N  -1.321  -0.804  -2.715
N  0.945  2.100  -0.072
N  -0.871  -0.603  -1.640
H  0.247  0.516  2.557
H  2.050  -0.126  2.006
H  -1.957  -1.556  -3.044
H  0.510  1.872  -0.931
H  -0.783  -1.268  -0.887

Verdict on stability: <two> comes out at the bottom.

<one>
ORCA calculation (ωB97M-V/def2-TZVPD) on 2 unconnected molecules or ions with the total composition CH4Cl2PS.

E_HOMO (alpha / beta) in eV: -15.4 / -15.0
Total charge: +1

Atoms and positions in Å:
C  0.850  -0.788  0.654
P  -0.373  0.345  -0.068
S  0.311  0.966  -1.911
Cl  -0.818  1.828  1.130
Cl  -2.782  -1.324  -0.179
H  1.053  -1.602  -0.045
H  0.458  -1.217  1.577
H  1.777  -0.254  0.870
H  -0.477  2.047  -2.028

<two>
ORCA calculation (ωB97M-V/def2-TZVPD) on a molecular structure, CH4Cl2PS.

E_HOMO in eV: -15.6
Total charge: +1

Atoms and positions in Å:
C  -1.155  0.344  -0.651
P  0.423  -0.014  0.269
S  0.052  -1.495  1.599
Cl  1.050  1.731  1.109
Cl  1.794  -0.378  -1.098
H  -2.059  0.340  -0.029
H  -0.906  -0.256  -1.550
H  -1.001  1.484  -0.869
H  1.802  -1.756  1.220

Verdict on stability: <one> comes out at the bottom.

<one>
ORCA calculation (ωB97M-V/def2-TZVPD) on 2 unconnected molecules or ions with the total composition C3H3F4NO3.

E_HOMO in eV: -10.7
Total charge: 0
SMILES: O=[N+]([O-])/C(=C\O)C(F)(F)F.F

Atoms and positions in Å:
C  0.511  -0.741  0.723
C  -0.319  0.307  0.321
C  -1.309  0.100  -0.808
N  -0.375  1.554  0.980
O  -1.254  2.328  0.686
O  0.584  1.795  1.729
O  1.415  -0.675  1.661
F  2.077  -1.755  -1.634
F  -0.916  0.618  -2.009
F  -2.464  0.550  -0.513
F  -1.392  -1.238  -1.090
H  1.687  -1.314  -2.378
H  0.248  -1.770  0.363
H  1.506  0.243  1.969

<two>
ORCA calculation (ωB97M-V/def2-TZVPD) on 2 unconnected molecules or ions with the total composition C3H3F4NO3.

E_HOMO in eV: -11.6
Total charge: 0

Atoms and positions in Å:
C  1.038  -0.813  -0.111
C  -0.095  0.240  -0.045
C  -1.164  0.274  -1.154
N  -0.588  0.330  1.347
O  -1.676  -0.178  1.530
O  0.176  0.811  2.147
O  1.891  -0.713  0.921
F  0.562  2.084  -0.305
F  -2.106  -0.626  -0.746
F  -0.684  -0.278  -2.255
F  -1.685  1.422  -1.430
H  1.575  -1.000  -1.089
H  0.417  -1.754  0.051
H  2.340  0.202  1.139

Verdict on stability: <two> comes out at the bottom.